#A
Molecular formula: C9H13NO2
Method: DFT, the ωB97M-V functional and the def2-TZVPD basis

Its highest occupied orbital energy is -8.35 eV. The calculation puts the HOMO-LUMO gap at 8.875 eV. Its LUMO energy is 0.52 eV.

ORCA input file:
```
! wB97M-V def2-TZVPD RIJCOSX def2/J DEFGRID3
* xyz 0 1
C -3.0874 -0.9558 -0.6895
C -1.0990 0.4167 -0.1227
C -1.3004 1.7865 0.3098
C -0.1463 2.7366 0.4255
C 0.9779 1.9461 0.1053
C 1.1174 0.7115 -0.1870
C 2.4914 0.2050 -0.6612
C 0.1818 -0.2405 -0.0810
C 0.2615 -2.2952 1.0126
H -2.7942 -2.2890 -0.9021
H -4.2285 -1.0098 -0.3492
H -3.0418 -0.3822 -1.8607
H -2.4783 2.2082 0.2669
H -0.3630 3.7532 0.3792
H 1.8635 2.4172 -0.0055
H 2.5254 0.0671 -1.8329
H 3.0932 1.1395 -0.3811
H 2.3355 -1.9952 -0.2722
H 2.7203 -0.9667 1.0659
H -0.7494 -1.5895 1.6568
H -0.0484 -3.3679 0.7040
H 1.3682 -2.2622 1.6835
N 2.8382 -0.9692 -0.0431
O -2.3062 -0.2341 0.3480
O 0.2499 -1.6163 -0.4133
*
```

---

#B
Molecular formula: C9H13NO2
Method: DFT, the ωB97M-V functional and the def2-TZVPD basis

Its highest occupied orbital energy is -8.22 eV. As for the SMILES: Cc1ccc(O)cc1.CC(N)=O. The calculation puts the HOMO-LUMO gap at 8.877 eV. Its LUMO energy is 0.66 eV.

ORCA input file:
```
! wB97M-V def2-TZVPD RIJCOSX def2/J DEFGRID3
* xyz 0 1
C -1.6052 1.7088 0.2697
C -0.2832 1.3472 0.9048
C 0.7194 0.7217 0.1766
C 1.9517 0.4198 0.7561
C 2.1908 0.7538 2.0718
O 3.3968 0.5131 2.6789
C 1.2084 1.3832 2.8159
C -0.0164 1.6645 2.2377
H -2.2702 2.0754 1.0489
H -2.0284 0.8154 -0.1934
H -1.5190 2.4486 -0.5249
H 0.5005 0.4406 -0.8470
H 2.7352 -0.0593 0.1793
H 3.9834 0.0868 2.0754
H 1.3938 1.6599 3.8415
H -0.7648 2.1550 2.8434
C -2.0795 -2.3286 -1.9236
C -0.9550 -1.4406 -2.4196
N 0.2421 -2.0278 -2.5842
O -1.1284 -0.2523 -2.6505
H -1.6771 -3.2476 -1.4988
H -2.7060 -2.5826 -2.7777
H -2.6531 -1.8065 -1.1647
H 0.9811 -1.4494 -2.9140
H 0.3830 -2.9992 -2.4016
*
```

---

Energetically preferred structure: #B | next structure: +0.3647 hartree

---

#A
Molecular formula: C42H37Br3MnN3O3P
Method: DFT, the ωB97M-V functional and the def2-TZVPD basis

Its highest occupied orbital energy (spin up / spin down) is -6.91 / -6.88 eV. Its expectation value of S² is 1.183. The calculation puts the HOMO-LUMO gap (spin up / spin down) at 6.621 / 6.581 eV. Its LUMO energy (spin up / spin down) is -0.29 / -0.30 eV.

ORCA input file:
```
! wB97M-V def2-TZVPD RIJCOSX def2/J DEFGRID3
* xyz 0 2
Mn 0.0803 -0.2422 0.1226
O 0.8630 -0.9248 3.0002
N -0.3218 -0.6302 2.3797
C -1.2713 -0.8475 3.1954
C -2.6880 -0.6485 2.9809
C -3.4700 -0.7454 4.1458
C -4.8200 -0.4883 4.1519
C -5.4477 -0.1273 2.9654
C -4.7097 -0.0815 1.8006
C -3.3359 -0.3416 1.7664
P -2.5198 -0.4272 0.1244
C -3.2737 1.0210 -0.7295
C -3.4008 1.0176 -2.1209
C -3.8148 2.1515 -2.7997
C -4.1165 3.3138 -2.1026
C -3.9961 3.3328 -0.7216
C -3.5667 2.2016 -0.0406
C -3.4671 -1.8015 -0.6674
C -4.7829 -1.6614 -1.1145
C -5.4476 -2.7284 -1.6955
C -4.8110 -3.9524 -1.8494
C -3.5051 -4.1029 -1.4116
C -2.8412 -3.0375 -0.8216
H 1.5015 -0.9522 2.2707
H -0.9753 -1.1792 4.1897
H -2.9738 -1.0230 5.0683
H -5.3895 -0.5612 5.0687
H -6.5050 0.1025 2.9499
H -5.2177 0.1759 0.8831
H -3.1956 0.1116 -2.6729
H -3.9079 2.1235 -3.8781
H -4.4468 4.1969 -2.6338
H -4.2422 4.2307 -0.1685
H -3.4765 2.2279 1.0381
H -5.2935 -0.7108 -1.0412
H -6.4672 -2.5994 -2.0368
H -5.3301 -4.7793 -2.3168
H -2.9906 -5.0472 -1.5362
H -1.8175 -3.1578 -0.4934
C -0.9308 3.2794 1.9446
C 0.5450 3.0178 2.0323
C 1.3626 3.8321 2.8407
C 2.7133 3.6301 2.8791
C 3.2846 2.6167 2.0837
C 4.6635 2.3358 1.9896
Br 5.9208 3.3578 2.9914
C 5.1314 1.3492 1.1638
C 4.2387 0.5849 0.4142
Br 4.8853 -0.7801 -0.7340
C 2.8533 0.7607 0.4666
O 2.0385 0.0423 -0.2210
C 2.3837 1.8282 1.3215
N 1.0477 2.0336 1.3187
H -1.2359 4.0433 2.6587
H -1.4918 2.3667 2.1357
H -1.1877 3.6217 0.9401
H 0.9096 4.6213 3.4270
H 3.3479 4.2477 3.4998
H 6.1927 1.1588 1.0898
Br -2.2261 -2.1109 -5.4268
C -0.9028 -1.1215 -4.4927
C 0.0401 -0.3735 -5.1744
C 0.9644 0.3246 -4.4108
C 0.8862 0.2600 -3.0302
N -0.0436 -0.4444 -2.3843
C -0.9069 -1.1444 -3.1102
H 0.0619 -0.3558 -6.2551
H 1.7350 0.9166 -4.8853
H 1.6092 0.7670 -2.4024
H -1.6195 -1.7568 -2.5764
C -0.0940 4.3210 -0.8924
C 0.2553 2.9485 -1.4407
O -0.4417 1.9108 -0.7587
H 0.4651 5.0942 -1.4202
H 0.1548 4.3790 0.1682
H -1.1620 4.5161 -1.0180
H 1.3178 2.7431 -1.3048
H 0.0282 2.9031 -2.5126
H -1.3785 2.1288 -0.7470
C 0.9293 -5.0590 -0.2729
C 1.5143 -4.1311 -1.1231
C 1.3022 -2.7702 -0.9326
C 0.4823 -2.2759 0.0907
C -0.0631 -3.2394 0.9515
C 0.1530 -4.6046 0.7805
H 1.0901 -6.1206 -0.4186
H 2.1464 -4.4665 -1.9386
H 1.8026 -2.0795 -1.6002
H -0.7002 -2.9391 1.7759
H -0.3029 -5.3103 1.4676
*
```

---

#B
Molecular formula: C42H37Br3MnN3O3P
Method: DFT, the ωB97M-V functional and the def2-TZVPD basis

Its highest occupied orbital energy (spin up / spin down) is -7.36 / -7.02 eV. Its expectation value of S² is 0.771. The calculation puts the HOMO-LUMO gap (spin up / spin down) at 7.353 / 6.927 eV. Its LUMO energy (spin up / spin down) is 0.00 / -0.09 eV.

ORCA input file:
```
! wB97M-V def2-TZVPD RIJCOSX def2/J DEFGRID3
* xyz 0 2
Mn 0.5498 0.0372 0.6944
O 0.1935 1.2311 3.3325
N -0.1093 1.4857 1.9910
C -0.5758 2.6664 1.8835
C -0.9991 3.3661 0.6718
C -1.3187 4.7152 0.8649
C -1.7853 5.5006 -0.1704
C -1.9609 4.9349 -1.4252
C -1.6516 3.6002 -1.6245
C -1.1596 2.7982 -0.5951
P -0.7970 1.0359 -0.9443
C -2.4878 0.3639 -1.1740
C -2.6321 -0.9450 -1.6349
C -3.8856 -1.5027 -1.8213
C -5.0236 -0.7724 -1.5107
C -4.8942 0.5139 -1.0122
C -3.6366 1.0811 -0.8494
C -0.1693 1.2318 -2.6652
C -0.5422 0.3982 -3.7169
C -0.0119 0.5784 -4.9887
C 0.8862 1.6048 -5.2312
C 1.2505 2.4525 -4.1951
C 0.7321 2.2665 -2.9245
H -0.1799 0.3177 3.4819
H -0.6738 3.2232 2.8122
H -1.1932 5.1454 1.8512
H -2.0168 6.5435 0.0015
H -2.3380 5.5280 -2.2480
H -1.7934 3.1685 -2.6068
H -1.7567 -1.5448 -1.8503
H -3.9689 -2.5194 -2.1843
H -6.0044 -1.2114 -1.6404
H -5.7748 1.0876 -0.7522
H -3.5638 2.0921 -0.4697
H -1.2659 -0.3872 -3.5674
H -0.3167 -0.0816 -5.7909
H 1.2945 1.7495 -6.2234
H 1.9502 3.2601 -4.3691
H 1.0338 2.9370 -2.1289
C 3.7922 -1.9679 -0.3870
C 2.4978 -2.6373 -0.7426
C 2.5577 -3.8231 -1.5178
C 1.4406 -4.5657 -1.7251
C 0.2317 -4.1849 -1.0992
C -0.9464 -4.9680 -1.0886
Br -1.0352 -6.5852 -2.0762
C -2.0149 -4.6031 -0.3236
C -1.9755 -3.4188 0.4240
Br -3.4573 -2.9980 1.5181
C -0.8983 -2.5445 0.3861
O -0.8606 -1.4141 1.0201
C 0.2433 -2.9700 -0.3828
N 1.3574 -2.1799 -0.2701
H 4.4567 -2.7095 0.0629
H 3.6346 -1.1513 0.3085
H 4.2951 -1.5676 -1.2676
H 3.5121 -4.1314 -1.9246
H 1.4742 -5.4735 -2.3118
H -2.8963 -5.2273 -0.2779
Br 2.1782 -4.4020 4.0977
C 2.4959 -2.6223 3.5620
C 3.5833 -1.9173 4.0430
C 3.7458 -0.6128 3.6102
C 2.8357 -0.0799 2.7144
N 1.8035 -0.7772 2.2313
C 1.6268 -2.0251 2.6685
H 4.2738 -2.3738 4.7389
H 4.5709 -0.0098 3.9619
H 2.9316 0.9325 2.3533
H 0.7686 -2.5601 2.2916
C -3.4318 -0.9937 4.7530
C -2.5928 -0.2458 3.7386
O -1.3261 -0.8796 3.5624
H -4.3891 -0.4905 4.9036
H -2.9123 -1.0417 5.7108
H -3.6215 -2.0130 4.4163
H -2.4067 0.7766 4.0819
H -3.1029 -0.1845 2.7736
H -1.2851 -1.2617 2.6551
C 4.0922 2.7978 -1.2635
C 3.6765 1.5957 -1.8194
C 2.6561 0.8680 -1.2226
C 2.0155 1.2658 -0.0372
C 2.4509 2.4974 0.4749
C 3.4634 3.2515 -0.1137
H 4.8829 3.3767 -1.7249
H 4.1317 1.2381 -2.7373
H 2.3175 -0.0315 -1.7277
H 1.9944 2.8974 1.3780
H 3.7603 4.1951 0.3307
*
```

---

Energetically preferred structure: #B | next structure: +0.0725 hartree